(1)
101
Properties=species:S:1:pos:R:3:forces:R:3:lowdin_charge:R:1 method="wB97M-V/def2-TZVPD" homo_lumo_gap_ev=1.32 homo_energy_ev=-4.178 multiplicity=1 total_charge=0
Br -6.005 7.312 -0.580 -0.0837 -0.1444 -0.0938 0.66
Br -8.378 5.228 1.341 0.0869 -0.1126 -0.1872 0.65
Ca 4.177 -5.264 -5.490 1.5394 -3.0315 -0.6394 0.52
S 1.952 0.372 1.504 0.4661 -0.5326 -0.4277 0.67
S 3.700 0.493 -5.975 5.9370 1.4096 -2.9581 0.62
P 2.211 -1.735 -4.727 -2.2153 -1.9529 1.1415 0.95
P 3.502 0.195 -3.125 -0.7867 -2.2045 3.8830 0.43
Na -6.444 4.207 -1.999 0.3993 0.3952 0.1465 0.68
Na 2.884 1.939 5.840 -0.0688 0.0659 -0.1679 0.76
F 4.627 0.233 5.720 0.1485 0.2986 -0.1587 0.04
F -3.299 2.152 -4.070 -0.1920 0.2302 0.3030 0.05
F 2.477 -4.222 -0.102 0.6007 -0.2797 -0.3870 0.08
F 2.414 1.476 -6.027 1.1729 -1.9402 0.2683 -0.15
F 2.480 -6.269 -0.736 0.1577 -0.2500 0.0199 0.10
F -2.796 0.076 -4.955 -0.1270 0.3381 0.0219 0.07
F 0.629 -5.165 -0.723 0.0853 0.0422 -0.2932 0.09
F -2.225 1.991 -6.108 -0.1882 -0.0498 0.2437 0.07
F -4.445 1.378 -5.919 0.0862 0.1072 0.2373 0.06
O 2.467 -5.813 2.256 0.0908 0.0706 -0.6787 -0.18
O 2.051 0.968 -3.120 2.6957 0.1485 -0.8203 -0.13
O 4.848 1.373 -5.669 -2.9491 -1.0491 0.6237 -0.31
O 1.078 -0.079 2.563 -0.0160 0.7635 0.2397 -0.33
O 1.512 0.490 0.139 -0.5091 0.2377 0.1504 -0.30
O 3.965 -0.165 -7.266 -2.5977 0.5580 2.8034 -0.27
O -2.555 0.448 -0.926 0.6458 1.6384 1.1268 0.05
O 4.784 1.171 -2.782 -1.9856 -0.5650 -1.3745 -0.13
O 0.264 -5.235 1.936 -0.4393 0.2007 -0.4591 -0.11
O 3.464 -0.873 -2.065 0.4524 1.3240 -1.8174 -0.31
O -1.344 3.234 0.785 -0.6131 -1.4063 -0.8551 -0.02
O -5.928 2.449 0.505 0.1848 0.6155 -0.3293 -0.09
N 3.611 -0.606 -4.684 -1.1536 2.5776 -1.3459 -0.43
C 3.942 1.494 2.764 0.0983 0.3114 -0.1201 -0.23
C 0.475 -3.940 2.423 -0.4631 0.0768 0.4133 -0.30
C -6.463 5.497 1.593 -0.1518 0.1105 0.1797 -0.69
C 3.459 -0.596 1.555 0.4436 -0.1960 0.0109 -0.19
C 3.012 -3.466 -4.744 0.4004 1.1278 -0.6339 -0.50
C -7.028 1.404 -1.362 -0.0099 -0.1644 0.1424 -0.03
C 4.027 -0.425 7.914 0.3681 0.2446 0.0511 0.00
C 2.478 -0.698 6.079 0.1150 0.3172 -0.5292 -0.03
C 1.259 -1.683 -6.326 -0.3142 0.1794 -0.9947 -0.41
C 2.685 1.918 2.013 0.2662 0.3581 0.2788 -0.22
C 1.847 -1.372 8.300 0.0430 0.0022 0.0276 -0.06
C -6.063 6.926 1.331 0.1945 -0.0773 -0.0254 -0.65
C -5.949 0.029 0.441 0.0576 -0.0115 0.1285 -0.03
C 4.579 0.375 1.936 0.0308 -0.0341 0.0246 -0.18
C -1.609 1.133 -0.416 2.1325 -5.5023 -2.9183 -0.27
C 0.628 -2.887 1.346 0.2224 0.3892 -0.0916 -0.08
C 1.544 -1.244 6.951 0.0000 0.0859 0.2353 -0.03
C 3.086 -0.961 8.782 -0.1995 0.0035 -0.2292 -0.05
C -2.270 2.516 0.283 -2.1512 5.0615 2.7552 -0.31
C 0.084 -0.594 -6.360 1.2927 -0.3892 0.5169 -0.13
C 1.778 -5.370 -0.022 -0.6732 -0.0025 0.2863 -0.55
C 3.712 -0.297 6.572 -0.6208 -0.9190 0.8522 -0.33
C -5.880 1.308 -0.371 -0.2814 -0.4477 0.0702 -0.47
C 1.461 -5.890 1.426 1.1189 -0.2435 0.9248 -0.54
B -3.190 1.399 -5.264 0.1959 -0.4140 -0.5225 -1.23
H -5.051 7.106 1.689 -0.0135 -0.0478 -0.0407 0.07
H 2.253 -0.584 5.020 -0.0122 -0.2503 -0.0509 0.12
H 3.670 1.100 3.748 0.0249 -0.1263 -0.0114 0.06
H -5.899 -0.850 -0.202 0.0356 0.0378 0.0214 0.10
H 5.029 0.801 1.036 -0.0584 0.0351 0.0375 0.13
H 3.630 -1.050 0.578 -0.2592 -0.0227 -0.0154 0.10
H -4.926 1.349 -0.904 0.0212 0.1092 0.1101 0.13
H 1.118 -1.795 8.979 0.0276 -0.0181 -0.0371 0.12
H -6.957 2.337 -1.924 -0.1534 -0.5003 -0.3062 0.02
H -0.880 -1.084 -6.161 0.3623 0.3625 -0.2923 0.07
H 4.072 -3.348 -5.183 -1.2985 1.0871 0.7766 -0.11
H 0.729 -2.663 -6.389 0.7473 0.3669 0.4686 0.08
H -6.272 5.230 2.630 0.0367 0.0494 -0.0282 0.07
H -6.736 7.653 1.775 -0.0359 -0.0833 -0.0439 0.06
H 2.934 2.488 1.118 -0.0480 -0.0324 0.0091 0.12
H 1.635 -2.900 0.931 -0.3743 0.1925 0.1493 0.06
H 1.317 -3.897 3.123 0.1730 -0.2023 -0.1128 0.10
H 2.439 -4.179 -5.457 -0.1473 1.4358 0.9320 -0.07
H 0.231 0.144 -5.544 -0.2286 -0.2257 -0.6981 0.05
H 1.976 2.474 2.625 -0.1783 -0.0309 -0.1967 0.10
H 5.000 -0.108 8.270 0.0140 -0.0609 -0.0341 0.13
H 3.090 -3.935 -3.706 -0.1676 0.6229 -0.9429 0.03
H 5.370 -0.137 2.484 -0.0294 0.0020 -0.0252 0.12
H 0.135 -0.111 -7.352 -0.3917 -0.0644 0.6651 0.08
H -2.876 2.959 -0.521 0.7822 -0.2060 -0.9113 0.12
H -6.877 -0.014 1.021 -0.0655 0.0136 -0.1215 0.09
H -0.076 -3.041 0.528 -0.0120 -0.0288 0.0377 0.09
H 1.883 -1.647 -7.245 -0.2849 0.0839 0.6246 0.06
H -5.126 -0.014 1.154 0.0702 -0.0182 -0.1174 0.09
H 1.956 1.342 -2.234 -0.3601 -0.0636 0.2824 0.06
H 0.470 -1.905 1.772 -0.3242 -0.0761 0.0551 0.02
H -6.766 2.421 0.981 -0.0010 -0.1158 0.0759 0.08
H -0.420 -3.706 3.012 -0.0847 -0.0469 -0.0153 0.10
H -1.013 0.654 0.374 -0.8153 0.2618 1.0047 0.11
H 0.582 -1.568 6.576 0.0638 -0.0058 -0.0769 0.13
H -3.041 2.141 0.979 0.6417 -0.9450 0.3080 0.12
H 4.625 2.336 2.903 -0.0072 -0.0325 0.0439 0.12
H 3.318 -1.060 9.834 0.0490 -0.0043 -0.0396 0.12
H 1.077 -6.908 1.204 -0.1620 -0.1214 0.0244 0.14
H 5.568 0.742 -3.149 0.2229 0.1858 -0.1021 0.08
H -0.828 1.496 -1.101 -0.6818 1.0153 -0.4239 0.13
H -7.021 0.573 -2.066 0.0395 0.1454 -0.1034 0.11
H -7.993 1.414 -0.848 0.0288 -0.0455 0.0393 0.10
H 3.332 -1.374 2.308 -0.1641 -0.0329 -0.0864 0.12
H -5.960 4.785 0.944 0.0791 0.0318 0.1191 0.02



(2)
15
Properties=species:S:1:pos:R:3:forces:R:3:lowdin_charge:R:1 method="wB97M-V/def2-TZVPD" homo_lumo_gap_ev=7.17 homo_energy_ev=-13.776 multiplicity=1 total_charge=+1
N -1.440 1.345 0.023 -2.5976 -4.3267 -1.4592 0.17
C 0.869 -0.628 0.436 1.7898 1.1154 3.4976 -0.31
C 0.669 -1.948 0.291 0.8665 1.4875 -2.5661 0.01
C -2.227 0.452 -0.651 -0.1447 5.0679 3.5684 0.24
C 1.773 0.499 -0.185 -1.3106 -1.1053 -1.1525 -0.09
H -0.127 -2.297 0.944 0.7226 -1.1060 -0.1599 0.07
H 1.225 -2.420 -0.589 -1.4884 -0.1251 1.3188 0.10
H -1.577 -0.318 -0.966 -0.3846 -1.3014 -1.8171 0.09
H 0.689 -0.380 1.557 -0.7513 0.3177 -1.8491 0.12
H -3.340 0.727 -0.570 1.6066 -1.4853 -0.5200 0.16
H 2.422 1.014 0.554 -0.3505 -0.6583 -0.4944 0.09
H -1.773 1.583 0.976 0.3533 1.0949 -0.9338 0.18
H 2.304 0.136 -1.108 -0.2036 0.4343 1.0529 0.09
H 1.047 1.276 -0.565 1.1033 -0.3201 0.1870 0.05
H -0.515 0.958 -0.145 0.7890 0.9105 1.3274 0.02